# C29H37N5O4S4V

A molecular structure, C29H37N5O4S4V (ωB97M-V/def2-TZVPD, the OMol25 dataset).

Last column: Mulliken spin population.
CARTESIAN COORDINATES (ANGSTROEM)
1 V -0.6731 -0.4578 0.3709  1.56
2 O 1.2783 -0.7218 0.2063  0.02
3 S 1.7613 -2.1079 -0.0977  0.01
4 C 1.6616 -2.3874 -1.8933  0.03
5 C 2.5760 -1.5461 -2.7800  -0.01
6 C 2.4054 -0.0217 -2.7542  0.00
7 C 1.1693 0.4993 -3.4822  0.01
8 S -0.2393 0.9404 -2.4292  0.01
9 O -0.5901 -0.2544 -1.5940  0.00
10 C 0.5015 2.1687 -1.3238  0.08
11 C 0.2493 2.1037 0.0509  0.02
12 C 0.8112 3.0331 0.9284  0.09
13 C 1.6204 4.0530 0.4344  -0.04
14 C 1.8548 4.1491 -0.9355  0.09
15 C 1.2887 3.2191 -1.8137  -0.04
16 C 3.5531 -2.0891 0.1171  0.01
17 C 4.2947 -3.2613 -0.0706  0.00
18 C 5.6848 -3.2424 0.0646  0.00
19 C 6.3384 -2.0568 0.3987  0.00
20 C 5.6041 -0.8908 0.6076  0.00
21 C 4.2151 -0.9082 0.4731  0.00
22 H 0.6172 -2.2738 -2.1930  -0.01
23 H 1.9036 -3.4455 -2.0476  0.00
24 H 2.4460 -1.8903 -3.8147  0.00
25 H 3.6222 -1.7698 -2.5429  0.00
26 H 3.2739 0.3801 -3.2949  0.00
27 H 2.4984 0.3676 -1.7391  0.00
28 H 0.8035 -0.2362 -4.2067  0.00
29 H 1.4272 1.3928 -4.0598  0.00
30 H -0.3648 1.2984 0.4533  -0.09
31 H 0.6228 2.9472 1.9949  0.03
32 H 2.0649 4.7710 1.1184  0.00
33 H 2.4810 4.9500 -1.3212  0.01
34 H 1.4783 3.3295 -2.8761  0.00
35 H 3.8002 -4.1942 -0.3280  0.00
36 H 6.2589 -4.1526 -0.0898  0.00
37 H 7.4205 -2.0420 0.5024  0.00
38 H 6.1096 0.0335 0.8752  0.00
39 H 3.6497 0.0080 0.6365  0.00
40 S -0.1347 -4.1287 3.5421  0.04
41 C -0.3102 -2.9326 2.5087  0.05
42 N -0.4484 -1.9899 1.6944  -0.03
43 N -7.0781 -3.0526 -1.4683  0.00
44 C -5.9060 -3.6754 -1.1877  0.00
45 O -5.8665 -4.8970 -1.2393  0.00
46 C -4.6681 -2.9156 -0.8191  0.01
47 C -4.6537 -1.4240 -0.7393  -0.01
48 C -3.5242 -0.7859 -0.4057  0.05
49 N -2.3344 -1.5130 -0.1256  0.01
50 C -2.2983 -2.8036 -0.1818  0.08
51 C -3.5154 -3.5711 -0.5452  0.00
52 H -7.9101 -3.6064 -1.7183  0.00
53 H -7.1844 -2.0316 -1.4446  0.00
54 H -5.5276 -0.8221 -0.9415  0.00
55 H -3.5104 0.2969 -0.3469  0.00
56 H -1.3737 -3.3282 0.0380  0.00
57 H -3.4552 -4.6553 -0.5844  0.00
58 C 1.7067 2.2869 4.6327  0.00
59 N 0.7408 1.7682 3.6992  0.00
60 C -0.6020 2.0126 3.6933  0.01
61 C -1.0845 1.2998 2.6200  0.03
62 N -0.0695 0.6343 1.9814  0.04
63 C 1.0183 0.9355 2.6542  0.01
64 H 1.2038 2.9259 5.3629  0.00
65 H 2.4472 2.8681 4.0776  0.00
66 H 2.1834 1.4451 5.1413  0.00
67 H -1.0905 2.6463 4.4198  0.00
68 H -2.1073 1.2302 2.2732  -0.01
69 H 2.0162 0.5822 2.4291  0.00
70 C -4.4018 1.9869 0.1351  0.00
71 S -2.7042 2.1716 0.7328  0.00
72 C -2.3255 3.6437 -0.2482  0.00
73 O -1.9020 1.0359 0.1701  -0.01
74 H -4.9871 2.8632 0.4237  0.00
75 H -4.8367 1.0953 0.5926  0.00
76 H -4.4047 1.8749 -0.9517  0.00
77 H -2.9831 4.4621 0.0536  0.00
78 H -2.4581 3.4281 -1.3111  0.00
79 H -1.2869 3.9276 -0.0630  0.00
80 H 0.1482 1.0173 -0.0990  -0.03

## Properties
Gap between HOMO and LUMO (spin up / spin down)   5.08 / 4.93 eV
2S+1   3
Total charge   +1
DFT total energy   -4238.16984 hartree
Strongest force on any atom   7.01 eV/A

# C17H17BeBrN2O7Se

A molecular structure, C17H17BeBrN2O7Se (ωB97M-V/def2-TZVPD, the OMol25 dataset).

Last column: natural (NBO) charge in e.
CARTESIAN COORDINATES (ANGSTROEM)
1 Be -2.0253 0.5545 0.3046  1.62
2 C -2.4115 0.2835 3.2485  -0.24
3 O -1.7816 -0.2424 2.0966  -0.58
4 C -0.4180 -0.5227 2.1441  0.19
5 C 0.3161 -0.7198 3.3271  -0.44
6 C 1.6795 -0.9842 3.1313  -0.06
7 Br 2.7514 -1.2401 4.7076  -0.06
8 C 2.2824 -1.0541 1.9082  -0.27
9 C 1.5141 -0.8511 0.7078  -0.22
10 C 0.1216 -0.5622 0.8832  0.32
11 O -0.7332 -0.2902 -0.1561  -1.03
12 C 2.1533 -0.9081 -0.5487  0.34
13 N 3.4598 -1.1790 -0.7708  -0.56
14 C 3.6303 -1.1183 -2.1233  0.10
15 C 4.7745 -1.3090 -2.9038  -0.28
16 C 4.6729 -1.1833 -4.2938  -0.26
17 C 3.4652 -0.8761 -4.9146  -0.28
18 C 2.3016 -0.6803 -4.1528  -0.31
19 C 2.4060 -0.8023 -2.7779  0.18
20 N 1.4940 -0.6790 -1.7600  -0.59
21 H -1.9731 1.2458 3.5273  0.19
22 H -2.3416 -0.4124 4.0840  0.17
23 H -3.4594 0.4219 2.9858  0.20
24 H -0.1221 -0.6798 4.3116  0.21
25 H 3.3399 -1.2498 1.8042  0.23
26 H -1.6299 -1.6243 -0.7253  0.53
27 H 5.7222 -1.5477 -2.4357  0.20
28 H 5.5577 -1.3259 -4.9068  0.18
29 H 3.4206 -0.7857 -5.9936  0.18
30 H 1.3548 -0.4416 -4.6245  0.20
31 H 0.5218 -0.4232 -1.7998  0.44
32 O -4.6151 -1.3290 -2.1314  -1.04
33 Se -3.8874 -1.4763 -0.7076  2.77
34 O -4.6835 -2.3348 0.3928  -1.04
35 O -3.4745 0.0243 -0.1021  -1.23
36 O -2.3676 -2.2553 -0.9881  -0.97
37 C -3.8958 2.9458 1.2141  -0.24
38 O -2.5014 3.1369 1.3346  -0.58
39 C -1.7138 2.2574 0.5859  -0.39
40 C -0.3038 2.7760 0.6334  -0.71
41 H -4.3714 3.3510 2.1103  0.15
42 H -4.1611 1.8940 1.1102  0.19
43 H -4.2885 3.4771 0.3392  0.16
44 H -0.2877 3.8557 0.8297  0.18
45 H 0.2093 2.5820 -0.3146  0.21
46 H 0.2979 2.2823 1.4094  0.21

## Properties
Gap between HOMO and LUMO (spin up / spin down)   5.03 / 3.21 eV
2S+1   1
Total charge   -2
DFT total energy   -6284.42632 hartree
Strongest force on any atom   0.55 eV/A
Relative energy (zero: lowest compared OMol25 entry of this formula, charge and spin)   1.9 kcal per mole

# C24H72N6O11

A molecular structure, C24H72N6O11 (ωB97M-V/def2-TZVPD, the OMol25 dataset).

Last column: Mulliken charge in e.
CARTESIAN COORDINATES (ANGSTROEM)
1 N 21.2112 -82.0435 8.7467  1.22
2 H 20.8687 -81.1074 8.7287  -0.13
3 H 21.7528 -82.3794 7.8243  0.68
4 H 20.6330 -82.7721 8.9414  0.57
5 H 21.7270 -82.0599 9.6787  -0.15
6 C 19.1826 -83.5448 6.3452  0.38
7 O 20.1458 -84.3194 6.4949  -0.67
8 O 18.3944 -83.6943 5.2605  -0.53
9 O 18.7997 -82.6335 7.0852  -0.72
10 H 18.6530 -84.3610 4.6191  0.32
11 C 19.5053 -77.9514 11.8186  -2.15
12 C 20.2509 -79.1943 12.1136  0.70
13 C 19.7956 -79.8266 13.4177  -0.78
14 O 20.1123 -79.0729 14.5765  -0.41
15 C 19.3098 -79.4914 15.6899  -0.66
16 N 20.0383 -80.1591 11.0321  -0.35
17 H 19.8813 -77.2819 10.9842  0.17
18 H 19.5268 -77.2030 12.5617  0.53
19 H 18.5496 -78.0035 11.7416  0.73
20 H 21.1799 -78.8393 12.2193  0.39
21 H 20.1486 -80.8896 13.5444  0.25
22 H 18.7688 -80.1924 13.4473  0.48
23 H 18.2116 -79.5889 15.3985  0.27
24 H 19.3835 -78.8122 16.4278  0.34
25 H 19.7183 -80.4970 16.0693  0.23
26 H 19.1361 -80.3392 11.0578  0.20
27 H 20.3174 -80.9519 11.3557  0.00
28 C 21.4546 -79.8618 4.3762  -1.68
29 C 20.3976 -80.3022 5.4659  1.88
30 C 20.0419 -79.2734 6.6102  -1.25
31 O 21.2027 -78.8775 7.4287  -0.28
32 C 20.9109 -77.8918 8.3212  -0.98
33 N 19.1313 -80.5969 4.8619  -0.80
34 H 22.3467 -79.3558 4.6051  0.37
35 H 20.7234 -79.1520 3.7489  0.30
36 H 21.8520 -80.5199 3.7355  0.57
37 H 20.9397 -80.9630 6.2099  -1.02
38 H 19.2600 -79.7747 7.2044  0.29
39 H 19.4919 -78.4942 6.1155  0.55
40 H 20.8245 -76.8433 7.8520  0.28
41 H 21.6567 -77.7071 8.8502  0.53
42 H 19.9464 -78.2944 8.7693  0.30
43 H 18.8083 -81.2014 5.6926  0.41
44 H 19.2497 -81.3737 4.1434  0.36
45 C 24.9444 -81.0979 10.5601  -1.24
46 C 25.9455 -80.8760 9.3683  0.08
47 C 26.2581 -82.1982 8.6762  -0.05
48 O 27.0004 -82.8906 9.5965  -0.45
49 C 27.4018 -84.2770 9.1159  -0.62
50 N 25.2951 -79.8731 8.5099  -0.30
51 H 25.2755 -81.9362 11.2596  0.26
52 H 24.0474 -81.4322 10.2909  -0.10
53 H 24.8188 -80.2765 11.1423  0.70
54 H 26.9085 -80.4009 9.7421  0.41
55 H 26.7086 -81.8815 7.7707  0.71
56 H 25.1902 -82.5012 8.2851  -0.02
57 H 26.5178 -84.8843 8.9212  0.09
58 H 28.0716 -84.8626 9.9308  0.24
59 H 27.7958 -84.1909 8.1674  0.47
60 H 25.8636 -79.7202 7.5469  0.30
61 H 25.2506 -78.9257 8.6446  0.14
62 C 19.8187 -84.0128 13.6596  -2.41
63 C 20.6543 -84.5385 12.4263  -0.08
64 C 19.9096 -85.2931 11.4106  0.88
65 O 19.0622 -86.2253 12.2439  -0.39
66 C 18.3389 -87.2141 11.4521  -1.08
67 N 21.4220 -83.4114 11.7512  0.86
68 H 19.0520 -83.2445 13.0932  0.11
69 H 20.4525 -83.5213 14.2024  0.71
70 H 19.2573 -84.7380 13.9011  0.85
71 H 21.4053 -85.2133 13.1077  0.08
72 H 20.4287 -85.8936 10.6293  -0.19
73 H 19.1569 -84.4019 10.9741  0.06
74 H 17.8839 -87.8238 12.2220  0.35
75 H 18.6767 -87.8786 10.7326  0.38
76 H 17.5734 -86.7030 10.9454  0.40
77 H 21.9883 -83.7406 11.0940  -0.80
78 H 21.8827 -82.9430 12.4501  0.26
79 C 22.2540 -85.2317 10.9003  -1.15
80 C 22.9057 -84.5283 9.6833  -0.42
81 C 23.5653 -85.3595 8.6388  -0.05
82 O 24.2844 -86.3314 9.2210  -0.58
83 C 24.8001 -87.3905 8.4389  -0.89
84 N 21.8970 -83.6497 9.1059  1.16
85 H 21.8682 -84.5716 11.5256  0.29
86 H 23.0855 -85.6600 11.3417  0.45
87 H 21.4696 -86.0271 10.6415  0.35
88 H 23.6567 -83.9079 10.1723  -0.15
89 H 24.0931 -84.8362 8.1165  0.03
90 H 22.7478 -85.8913 8.0224  0.44
91 H 25.7582 -87.4564 7.8455  0.29
92 H 24.0463 -88.0989 8.0638  0.28
93 H 25.2286 -88.0717 9.1479  0.44
94 H 21.3377 -84.1887 8.3972  -0.04
95 H 22.3497 -83.0617 8.4430  -1.03
96 C 23.7300 -84.9982 6.1661  -1.26
97 O 22.8229 -83.9340 6.0776  -0.33
98 H 23.1184 -85.8425 5.8487  0.28
99 H 24.2834 -85.0544 7.2887  0.70
100 H 24.3793 -84.9528 5.3495  0.49
101 H 21.9700 -84.2735 5.7420  0.33
102 C 24.6304 -81.3336 7.0261  -1.63
103 O 24.3554 -81.7275 8.4150  0.28
104 H 25.0217 -82.1851 6.4234  0.24
105 H 25.5643 -80.7992 7.0180  0.50
106 H 23.9126 -80.6848 6.7288  0.73
107 H 25.3179 -81.7047 8.7535  -0.52
108 C 20.7809 -87.0249 7.8431  -1.10
109 O 21.3742 -85.7684 8.2772  -0.29
110 H 21.2890 -87.9092 7.9600  0.41
111 H 20.3648 -87.1014 6.7878  0.25
112 H 19.8195 -87.0233 8.3999  0.21
113 H 20.8296 -85.2324 7.5627  -0.11

## Properties
Gap between HOMO and LUMO   8.34 eV
2S+1   1
DFT total energy   -2112.09372 hartree
Strongest force on any atom   15.69 eV/A
Relative energy (zero: lowest compared OMol25 entry of this formula, charge and spin)   963.8 kcal per mole

# C19H39BrFLi2MgN2O15PS3Si2

A molecular structure, C19H39BrFLi2MgN2O15PS3Si2 (ωB97M-V/def2-TZVPD, the OMol25 dataset).

Last column: Mulliken charge in e.
CARTESIAN COORDINATES (ANGSTROEM)
1 O -1.7416 5.1331 -1.3600  -0.59
2 C -0.7444 4.5513 -1.8569  0.59
3 O 0.5153 5.1130 -1.8411  -0.87
4 Si -1.1029 2.7926 -2.5921  0.17
5 O -2.2528 2.0543 -1.5392  -0.27
6 Si -1.5186 1.1454 -0.2810  0.95
7 S -1.1441 -0.9298 -0.9346  -0.03
8 C 0.0058 1.9797 0.5338  -0.65
9 C 1.3950 1.2066 0.2944  -0.56
10 C 2.2273 1.7668 -0.9489  -0.27
11 S 2.5421 0.3502 -2.1035  1.08
12 O 1.2505 -0.1949 -2.6673  -0.49
13 O 3.3608 0.8053 -3.2725  -0.63
14 O 3.2586 -0.9240 -1.2809  -0.40
15 H -1.6128 3.0373 -3.9537  -0.16
16 H 0.1481 2.0146 -2.7244  0.04
17 H -2.5409 1.0168 0.7777  -0.25
18 H -1.9592 -1.7455 -0.1443  0.18
19 H 0.1261 3.0865 0.2822  0.36
20 H -0.1580 1.9518 1.6685  0.45
21 H 1.2834 0.0770 0.2632  0.17
22 H 2.0295 1.4210 1.2228  0.29
23 H 1.7888 2.6764 -1.4595  0.17
24 H 3.2631 2.0894 -0.5826  0.43
25 H 2.5809 -1.3240 -0.6832  0.39
26 Li 0.8538 6.0863 -3.5343  0.91
27 C -7.6347 -1.3127 -0.4735  -0.47
28 C -6.4843 -0.6171 -0.8380  -0.77
29 C -5.3366 -0.7140 -0.0614  0.08
30 C -5.3503 -1.5168 1.0799  -0.77
31 C -6.5023 -2.2107 1.4552  0.38
32 C -7.6457 -2.1042 0.6722  -0.60
33 N -4.1384 -1.6418 1.8859  1.07
34 O -3.1546 -1.0087 1.5382  -0.65
35 O -4.1708 -2.3828 2.8625  -0.52
36 H -8.5270 -1.2380 -1.0861  0.43
37 H -6.4830 -0.0014 -1.7302  0.45
38 H -4.4478 -0.1673 -0.3558  0.43
39 H -6.5226 -2.8316 2.3436  0.38
40 H -8.5455 -2.6402 0.9520  0.43
41 Li -0.1024 -1.2336 -4.2066  0.82
42 Br -2.5637 -2.2561 -2.8776  -0.27
43 O -4.6917 -4.8306 -0.0092  -0.16
44 H -3.9507 -5.1742 0.6273  0.04
45 H -4.4886 -5.0437 -0.9563  0.40
46 H -4.8564 -3.8599 0.1163  0.32
47 C -2.5862 -3.7561 6.0448  -0.38
48 C -1.7466 -4.8363 6.7312  -0.84
49 C -1.0743 -5.6631 5.6325  -0.27
50 S -0.8868 -4.5680 4.2289  1.21
51 O -1.7242 -5.0610 3.1395  -0.48
52 O 0.5112 -4.2664 4.0430  -0.66
53 C -1.6895 -3.1572 4.9683  -0.27
54 H -2.9260 -2.9971 6.7506  0.44
55 H -3.4723 -4.2122 5.5854  -0.02
56 H -0.9829 -4.3620 7.3541  0.32
57 H -2.3538 -5.4673 7.3821  0.37
58 H -0.0929 -6.0242 5.9426  0.07
59 H -1.6989 -6.5038 5.3248  0.40
60 H -2.2400 -2.6023 4.2097  -0.03
61 H -0.9147 -2.5263 5.4075  0.36
62 C 2.1552 -7.3846 3.8576  -0.66
63 C 2.0626 -7.6638 5.2910  0.41
64 N 1.9887 -7.8843 6.4171  -0.41
65 H 1.5346 -8.0678 3.2739  0.26
66 H 1.8259 -6.3692 3.6261  0.13
67 H 3.1784 -7.4852 3.4906  0.32
68 C 7.4641 7.6310 -6.6255  -0.78
69 O 6.5441 8.2833 -5.7335  -0.32
70 P 5.3119 7.2236 -5.1718  0.96
71 O 4.3425 8.3637 -4.9166  -0.63
72 O 6.1670 6.9100 -3.7926  -0.28
73 C 7.3514 7.5789 -3.3918  -0.58
74 O 4.1580 6.0274 -4.7487  -0.33
75 C 4.6466 4.8418 -4.1092  -0.52
76 H 8.2851 8.3128 -6.8456  0.25
77 H 7.8720 6.7228 -6.1738  0.37
78 H 6.9587 7.3509 -7.5524  0.31
79 H 7.2227 8.6638 -3.3881  0.27
80 H 8.1876 7.3069 -4.0370  0.25
81 H 7.6221 7.2554 -2.3920  0.28
82 H 4.9906 5.0694 -3.1003  0.25
83 H 5.4604 4.4003 -4.6862  0.31
84 H 3.8292 4.1215 -4.0148  0.21
85 F 2.6109 -2.3805 -2.9324  -0.49
86 Mg -4.1492 -5.2768 2.6898  0.17

## Properties
Gap between HOMO and LUMO   2.18 eV
2S+1   1
Total charge   +2
DFT total energy   -6988.54555 hartree
Strongest force on any atom   9.69 eV/A